No. 1
Molecular formula: C5H4O2
Method: DFT, ωB97M-V/def2-TZVPD

Last column: natural (NBO) charge in e.
Geometry (Å):
O: 1.052 -0.256 -2.642  -0.494
C: 0.165 -0.595 -1.936  0.753
C: 0.956 1.023 0.905  -0.362
C: -0.123 0.342 1.304  -0.218
C: -0.940 -0.565 0.477  -0.282
C: -0.606 -0.736 -0.785  0.185
O: -0.991 -1.374 -1.994  -0.442
H: 1.467 0.870 -0.046  0.201
H: 1.358 1.810 1.534  0.206
H: -0.486 0.486 2.317  0.211
H: -1.853 -1.007 0.866  0.239

Calculated values
SMILES string ... C=C/C=C1/OC1=O
Molar mass ... 96.1 g/mol
HOMO-LUMO gap ... 9.08 eV
Energy relative to the best compared isomer or geometry (same formula, charge and spin) ... 2.533 eV
Multiplicity ... 1
F_max ... 0.76 eV Å⁻¹
Net charge ... 0

---

No. 2
Molecular formula: C15H24BrN5O6
Method: DFT, ωB97M-V/def2-TZVPD

Last column: natural (NBO) charge in e.
Geometry (Å):
C: 4.854 1.618 -0.948  -0.650
C: 4.171 0.660 -2.044  -0.449
C: 3.117 -0.400 -1.462  -0.188
Br: 4.176 -1.914 -0.639  -0.012
C: 2.179 0.154 -0.276  -0.369
C: 1.562 1.601 -0.581  0.271
N: 1.193 2.745 -0.592  -0.311
C: 1.077 -0.980 0.040  -0.284
C: 1.329 -1.706 1.466  0.296
N: 1.489 -2.338 2.495  -0.352
C: -0.452 -0.489 0.009  -0.457
C: -1.117 -0.371 -1.463  0.410
N: -0.185 -0.579 -2.603  -0.857
N: -2.295 -1.265 -1.689  -0.821
N: -1.643 1.044 -1.618  -0.847
H: 5.982 1.774 -1.130  0.230
H: 4.677 1.309 0.138  0.237
H: 4.379 2.664 -1.084  0.228
H: 3.679 1.203 -2.922  0.225
H: 5.032 0.036 -2.507  0.233
H: 2.490 -0.855 -2.311  0.225
H: 2.857 0.213 0.661  0.315
H: 1.209 -1.820 -0.738  0.259
H: -1.056 -1.291 0.593  0.235
H: -0.636 0.490 0.601  0.237
H: 0.527 0.158 -2.684  0.369
H: 0.211 -1.526 -2.635  0.364
H: -2.572 -1.781 -0.841  0.368
H: -1.957 -1.988 -2.361  0.359
H: -2.083 1.365 -0.747  0.362
H: -0.901 1.677 -1.944  0.367
C: 2.063 0.381 4.325  -0.101
C: 2.283 1.525 5.269  -0.102
O: 3.407 2.192 4.709  -0.481
C: 3.440 1.872 3.386  0.970
O: 4.160 2.392 2.580  -0.579
O: 2.552 0.884 3.100  -0.499
H: 1.011 0.104 4.240  0.211
H: 2.642 -0.507 4.595  0.197
H: 1.436 2.218 5.291  0.184
H: 2.495 1.193 6.286  0.206
C: -7.646 -1.148 -1.525  -0.102
C: -6.391 -0.631 -2.160  -0.100
O: -5.415 -0.829 -1.148  -0.472
C: -5.872 -1.822 -0.340  0.965
O: -5.219 -2.353 0.515  -0.585
O: -7.166 -2.137 -0.626  -0.485
H: -8.332 -1.584 -2.252  0.203
H: -8.174 -0.378 -0.954  0.183
H: -6.103 -1.204 -3.046  0.187
H: -6.463 0.424 -2.428  0.206

Calculated values
SMILES string ... CC[C@@H](Br)[C@@H](C#N)[C@@H](C#N)CC(N)(N)N.O=C1OCCO1.O=C1OCCO1
Molar mass ... 450.3 g/mol
HOMO-LUMO gap ... 9.62 eV
Multiplicity ... 1
F_max ... 7.02 eV Å⁻¹
Net charge ... 0

---

No. 3
Molecular formula: CCu2N5O18
Method: DFT, ωB97M-V/def2-TZVPD

Last column: Löwdin spin population.
Geometry (Å):
Cu: 2.691 0.497 -1.688  0.000
Cu: -1.379 1.038 -1.315  0.580
N: 1.466 1.188 3.405  0.000
O: 1.504 2.417 3.526  0.000
O: 0.294 0.786 3.195  0.001
O: 2.204 0.340 3.252  0.001
N: 0.680 0.312 0.102  0.016
O: -0.498 0.225 -0.335  0.126
O: 1.563 0.554 -0.728  0.000
O: 0.725 0.439 1.247  0.023
N: -1.240 -2.545 -0.945  0.002
O: -0.134 -3.154 -1.209  0.040
O: -2.431 -2.899 -1.322  0.043
O: -1.140 -1.566 -0.207  0.610
N: 0.732 1.678 -2.938  0.002
O: 0.155 1.269 -1.982  0.024
O: 1.811 1.196 -3.279  0.001
O: 0.216 2.566 -3.550  -0.004
N: 1.211 -1.911 1.315  0.001
O: 2.474 -1.833 1.730  0.015
O: 0.277 -1.491 2.022  -0.002
O: 1.027 -2.442 0.268  0.066
C: -2.982 0.817 -0.021  0.020
O: -2.213 -0.062 -0.316  0.318
O: -4.125 0.660 0.379  0.047
O: -2.888 1.919 -0.606  0.070

Calculated values
Molar mass ... 497.1 g/mol
HOMO-LUMO gap (alpha / beta) ... 3.98 / 3.96 eV
<S²> ... 2.0131
Multiplicity ... 3
F_max ... 15.41 eV Å⁻¹
Net charge ... -3

---

No. 4
Molecular formula: C6H10FN4S
Method: DFT, ωB97M-V/def2-TZVPD

Last column: natural (NBO) charge in e.
Geometry (Å):
C: 0.154 -1.532 -0.326  0.065
C: 1.424 -1.012 -0.228  0.247
C: 1.669 0.339 -0.051  0.448
C: -0.704 0.735 -0.253  0.241
C: 0.897 2.555 -0.019  -0.446
C: -2.663 -1.993 0.559  -0.445
N: 0.624 1.154 -0.120  -0.359
N: -0.930 -0.657 -0.384  -0.196
N: 2.896 0.773 0.159  -0.713
N: -2.201 -1.163 -0.575  -0.417
F: 2.479 -1.915 -0.343  -0.297
S: -1.995 1.841 -0.105  -0.094
H: 0.037 -2.568 -0.741  0.289
H: 1.779 2.906 -0.660  0.237
H: 0.013 3.025 -0.309  0.271
H: 1.141 2.857 1.106  0.235
H: -2.461 -1.620 1.549  0.203
H: -3.833 -2.054 0.484  0.244
H: -2.355 -2.978 0.594  0.208
H: 3.580 0.070 0.011  0.431
H: 3.246 1.622 0.450  0.434
H: -2.795 -0.385 -0.796  0.415

Calculated values
SMILES string ... CNn1cc(F)c(=[NH2+])n(C)c1=S
Molar mass ... 189.2 g/mol
HOMO-LUMO gap ... 7.72 eV
Energy relative to the best compared isomer or geometry (same formula, charge and spin) ... 0.000 eV
Multiplicity ... 1
F_max ... 4.16 eV Å⁻¹
Net charge ... +1

---

No. 5
Molecular formula: C15H24Cl6O9
Method: DFT, ωB97M-V/def2-TZVPD

Last column: natural (NBO) charge in e.
Geometry (Å):
C: 0.159 18.196 6.721  -0.102
C: 0.385 17.838 5.229  -0.094
O: 0.166 19.050 4.542  -0.484
C: -0.192 20.029 5.394  0.976
O: -0.450 21.149 5.078  -0.576
O: -0.262 19.556 6.657  -0.490
H: 1.101 18.043 7.243  0.199
H: -0.563 17.668 7.346  0.187
H: -0.354 17.075 4.977  0.188
H: 1.416 17.528 5.088  0.191
C: 4.228 16.934 8.999  -0.101
C: 5.539 17.091 8.208  -0.096
O: 5.139 18.093 7.256  -0.482
C: 3.822 18.134 7.153  0.972
O: 3.202 18.882 6.452  -0.591
O: 3.241 17.284 8.038  -0.499
H: 4.228 17.675 9.802  0.188
H: 4.081 15.953 9.442  0.212
H: 5.887 16.233 7.637  0.196
H: 6.313 17.483 8.861  0.211
C: 6.455 19.421 -2.136  -0.100
C: 6.447 19.861 -3.612  -0.101
O: 6.117 21.244 -3.571  -0.486
C: 6.239 21.691 -2.312  0.967
O: 6.098 22.824 -1.971  -0.580
O: 6.548 20.689 -1.465  -0.489
H: 7.327 18.815 -1.909  0.197
H: 5.540 18.910 -1.854  0.201
H: 5.678 19.326 -4.170  0.200
H: 7.407 19.726 -4.110  0.185
Cl: 2.878 18.395 -2.497  -0.064
C: 1.954 19.804 -1.943  -0.403
C: 1.675 19.756 -0.451  -0.405
Cl: 0.104 18.971 -0.161  -0.057
H: 1.061 20.050 -2.522  0.234
H: 2.553 20.671 -2.247  0.224
H: 1.773 20.760 -0.035  0.233
H: 2.411 19.193 0.117  0.240
Cl: 5.015 18.157 0.760  -0.067
C: 5.368 18.203 2.503  -0.392
C: 4.232 18.633 3.401  -0.389
Cl: 3.708 20.316 3.122  -0.060
H: 6.311 18.718 2.644  0.239
H: 5.584 17.166 2.779  0.213
H: 4.576 18.617 4.431  0.234
H: 3.363 17.988 3.315  0.219
Cl: 8.209 21.757 6.488  -0.071
C: 6.731 21.944 5.507  -0.389
C: 7.020 22.329 4.077  -0.384
Cl: 7.744 20.981 3.154  -0.068
H: 6.125 22.659 6.058  0.230
H: 6.165 21.013 5.524  0.224
H: 7.679 23.188 3.995  0.226
H: 6.073 22.561 3.593  0.236

Calculated values
SMILES string ... O=C1OCCO1.O=C1OCCO1.O=C1OCCO1.ClCCCl.ClCCCl.ClCCCl
Molar mass ... 561.1 g/mol
HOMO-LUMO gap ... 10.54 eV
Energy relative to the best compared isomer or geometry (same formula, charge and spin) ... 0.531 eV
Multiplicity ... 1
F_max ... 1.56 eV Å⁻¹
Net charge ... 0

---

No. 6
Molecular formula: C5H8N2O
Method: DFT, ωB97M-V/def2-TZVPD

Last column: natural (NBO) charge in e.
Geometry (Å):
C: 1.177 -1.250 0.283  -0.309
C: 0.057 -0.757 1.465  -0.051
C: -0.657 0.910 -0.686  0.035
C: 1.027 0.960 -0.536  -0.274
C: -0.475 -0.461 -1.387  -0.323
H: 2.206 -0.942 0.847  0.232
H: 1.203 -2.343 -0.186  0.244
H: 0.043 -1.241 2.533  0.223
H: -0.688 1.895 -1.304  0.221
H: 1.492 1.871 -1.110  0.218
H: 1.281 1.122 0.668  0.214
H: -1.166 -1.317 -1.334  0.233
H: -0.461 -0.569 -2.471  0.219
N: -0.828 0.280 1.538  -0.117
N: 0.966 -0.469 -1.038  -0.432
O: -1.455 0.805 0.503  -0.334

Calculated values
SMILES string ... C1=NOC2CN(C1)C2
Molar mass ... 112.1 g/mol
HOMO-LUMO gap ... 9.81 eV
Energy relative to the best compared isomer or geometry (same formula, charge and spin) ... 7.743 eV
Multiplicity ... 1
F_max ... 5.97 eV Å⁻¹
Net charge ... 0

---

> Which value of F_max does entry 5 give?

1.56 eV Å⁻¹